Entry 1:
Molecular formula: C25H22BrF3O13P2
Method: DFT, ωB97M-V/def2-TZVPD

Atoms and positions in Å:
H1 -4.6005 -0.1319 -8.4096
H2 0.3999 -2.9105 2.5598
C1 -0.5473 4.5761 -5.5377
O1 -0.4274 -2.0696 -0.7511
C2 0.7097 4.9655 -6.2071
H3 -0.4345 0.1003 4.9325
C3 4.4857 -2.3452 8.1787
O2 -2.7210 2.3558 -5.2053
C4 2.5254 -1.9158 6.7694
C5 -3.7669 1.1540 -6.9415
C6 -1.3743 -4.6364 2.7188
H4 2.3266 -2.2000 -1.1913
Br1 -3.7175 -1.7763 -0.2655
C7 -2.3155 0.0346 -5.2077
C8 0.8690 -0.5532 0.5986
C9 -0.0097 -3.0529 1.4483
C10 -0.0809 -0.8101 -1.4782
H5 0.4491 -1.3506 4.0821
P1 -2.0383 -0.7787 0.9755
F1 -1.7617 -3.6261 3.7649
O3 -0.0785 -0.7316 -2.8382
C11 -2.5295 -1.1477 -5.7931
C12 -3.3784 -1.2666 -6.9952
H6 0.9089 -3.5302 0.8536
C13 1.7186 -1.6726 7.9818
H7 2.0232 6.6582 -6.6442
H8 2.2780 -0.3877 2.4739
H9 5.5280 -2.5953 8.3344
O4 1.4021 4.1409 -6.7878
C14 -0.3600 -1.6438 0.6853
H10 0.6141 8.3353 -5.4575
H11 1.8389 1.2506 1.5993
H12 4.5270 -2.4355 6.0587
C15 -1.3033 5.4759 -4.9011
O5 4.1709 -2.1827 10.5082
O6 -2.5224 -0.9484 2.6754
C16 1.3822 0.2079 1.9588
C17 -2.9180 1.2730 -5.7394
H13 3.3489 -1.6250 0.8366
C18 0.3429 7.2881 -5.5112
O7 0.3023 0.2763 -0.5163
P2 2.5321 -1.1248 -0.2392
H14 1.6774 -1.5823 10.1018
H15 -3.5119 -0.8028 2.7668
H16 -4.2018 2.0717 -7.3182
O8 -1.0929 -4.0467 1.4013
F2 -0.2742 -5.4411 3.2977
C19 3.9487 -2.2593 6.9578
H17 -2.2276 5.2059 -4.4046
C20 0.4643 -0.1673 4.1944
F3 -2.6109 -5.4856 2.5369
C21 -3.9809 -0.0283 -7.5269
O9 2.0335 -1.8350 5.6523
C22 1.0988 6.3883 -6.1477
C23 2.2557 -1.7585 9.2027
C24 3.6790 -2.1020 9.3911
O10 -1.6065 7.7233 -4.2610
O11 0.3130 0.5487 2.9171
O12 -3.5753 -2.3494 -7.5292
H18 -1.6959 0.1383 -4.3249
O13 3.2072 0.0914 -1.0457
H19 -2.0946 -2.0654 -5.4164
H20 1.4530 0.1074 4.7853
H21 0.6763 -1.4225 7.8261
H22 -0.8186 3.5289 -5.5914
C25 -0.9141 6.8987 -4.8417

Values from the calculation:
LUMO level = -2.2 eV
2S+1 = 1
structure (SMILES) = COC[C@]1([PH2]=O)OC(=O)O[C@]1(COC(F)(F)F)P(O)Br.O=C1C=CC(=O)C=C1.O=C1C=CC(=O)C=C1.O=C1C=CC(=O)C=C1
HOMO level = -9.3 eV
orbital gap = 7.05 eV


Entry 2:
Molecular formula: C14H15LiN7
Method: DFT, ωB97M-V/def2-TZVPD

Atoms and positions in Å:
N1 4.3884 -0.0234 -1.5579
H1 6.2932 -0.0755 1.0666
H2 -0.9972 -0.1409 4.3805
H3 -6.6074 0.0937 -0.1965
N2 0.2684 0.0674 1.2854
N3 6.0158 -0.0732 0.0840
C1 -5.2150 0.7135 -1.7140
C2 -2.9403 0.0909 -1.3339
N4 2.6711 0.1649 -3.0916
H4 3.3824 0.1726 -3.8215
N5 3.8430 -0.1098 0.7397
N6 -1.5789 -0.0357 -1.8362
H5 6.7453 -0.0742 -0.6070
N7 2.1155 -0.0118 -0.8642
Li1 0.0865 0.2886 -0.6988
C3 2.0474 -0.1529 2.8520
H6 -5.9604 1.1871 -2.3353
C4 3.0816 0.0169 -1.8064
H7 1.6935 0.0652 -3.3524
H8 3.1369 -0.2535 3.0057
C5 -4.6389 -0.5660 0.2697
H9 1.4468 -0.2820 4.9338
C6 4.7239 -0.0190 -0.2788
H10 -1.5275 0.5486 -2.6732
H11 -1.3835 -0.9917 -2.1506
C7 -3.3028 -0.5438 -0.1180
H12 -2.5371 -1.0934 0.4633
C8 1.5897 -0.0690 1.5202
H13 -3.6229 1.2907 -3.0526
C9 -0.6085 0.0831 2.3058
C10 1.1264 -0.1766 3.9015
C11 2.5625 -0.0353 0.4156
H14 -4.9166 -0.9844 1.2221
C12 -5.5928 0.0726 -0.5414
C13 -3.8913 0.7596 -2.1097
C14 -0.2434 -0.1136 3.6231
H15 -1.6538 0.2104 2.0709

Values from the calculation:
LUMO level = -3.3 eV
2S+1 = 1
charge = +1
HOMO level = -11.8 eV
orbital gap = 8.46 eV


Entry 3:
Molecular formula: C4H8O2
Method: DFT, ωB97M-V/def2-TZVPD

Atoms and positions in Å:
C1 0.2427 -1.9946 -0.8536
C2 0.1943 -0.4748 -0.5750
O1 -0.8455 -1.4011 -1.4148
C3 -0.3581 0.3442 0.6134
C4 0.6311 1.5145 0.9091
H1 0.4804 0.2825 -1.3127
H2 -0.4921 -0.2083 1.5534
H3 -1.8156 0.6492 -0.6487
H4 0.0144 2.3634 1.2155
O2 -1.6349 0.8689 0.2741
H5 0.0161 -2.6500 -0.0008
H6 1.0009 -2.4237 -1.5278
H7 1.3338 1.2726 1.7161
H8 1.2323 1.8572 0.0518

Values from the calculation:
LUMO level = 1.1 eV
2S+1 = 1
structure (SMILES) = C[C@@H](O)[C@H]1CO1
HOMO level = -10.3 eV
orbital gap = 11.37 eV


Entry 4:
Molecular formula: C9H21N4
Method: DFT, ωB97M-V/def2-TZVPD

Atoms and positions in Å:
H1 -2.2991 -1.8958 0.5729
N1 -1.9247 -0.9700 0.6082
C1 2.2995 -0.4011 0.2322
C2 -0.5818 -1.0804 0.0121
H2 2.4441 -0.0989 1.2555
C3 -0.6735 -1.3979 -1.4497
H3 1.2620 2.5342 -0.7860
H4 0.2131 1.9118 1.7580
N2 1.4106 0.5115 -0.4397
N3 0.3393 -2.0153 0.6189
H5 -1.7169 -0.9575 -1.8533
H6 -2.1649 1.8570 1.0120
H7 -0.7903 1.5262 -1.4993
C4 -0.0095 0.5783 0.2066
H8 -2.7737 2.0868 -0.5763
H9 0.2665 -2.2387 1.6329
C5 -2.1627 1.4479 -0.0084
H10 0.8304 0.3781 2.2569
N4 -0.7372 1.4719 -0.5177
H11 -3.1258 -0.1609 -1.0664
H12 0.1043 -0.8915 -2.1483
C6 -2.8317 0.0017 -0.0291
C7 2.1195 1.8030 -0.4444
H13 -3.8458 -0.2010 0.6158
H14 1.8145 -2.1993 -0.7354
H15 -0.6773 -2.4791 -1.6388
H16 3.2662 -0.3402 -0.3056
H17 1.0595 0.1900 -1.4359
H18 2.6908 2.0183 0.4568
C8 1.7270 -1.8432 0.2903
C9 0.0652 0.8346 1.6547
H19 2.3779 -2.4238 0.9470
H20 -0.8623 0.6733 2.1530
H21 2.8869 1.7701 -1.3495

Values from the calculation:
LUMO level = -2.7 eV
2S+1 = 1
structure (SMILES) = C[N@H+]1CCN[C@@]2(C)NCCN[C@]12C
charge = +1
HOMO level = -11.8 eV
orbital gap = 9.15 eV


Entry 5:
Molecular formula: CH3NO2S
Method: DFT, ωB97M-V/def2-TZVPD

Atoms and positions in Å:
H1 0.4407 0.6204 -1.5299
C1 -0.2959 0.3585 -0.8689
H2 -0.8620 1.1689 -0.3584
H3 -0.9226 -0.2352 -1.3175
O1 -0.8958 0.0414 2.1042
O2 1.9264 -1.0061 0.1420
N1 0.0951 0.1738 1.4777
S1 0.5140 -1.1217 0.3507

Values from the calculation:
LUMO level = -0.5 eV
2S+1 = 1
structure (SMILES) = CS(=O)#[N+][O-]
HOMO level = -9.2 eV
orbital gap = 8.70 eV